This record from OMol25 describes a cluster of 9 separate species, C60H132N6O9 in total. The level of theory is ωB97M-V/def2-TZVPD.

The calculation puts the HOMO energy at -8.06 eV. The multiplicity is 1. The calculation puts the energy above the lowest of the compared OMol25 structures with the same formula, charge and spin at 163.7 kJ/mol. Its SMILES is CC1(C)CCCC(C)(C)N1O.CC1(C)CCCC(C)(C)N1O.CC1(C)CCCC(C)(C)N1O.CC1(C)CCCC(C)(C)N1O.CC1(C)CCCC(C)(C)N1O.CC1(C)CCCC(C)(C)N1O.CCO.CCO.CCO. For the HOMO-LUMO gap, the calculation gives 8.532 eV.

```
207
C60H132N6O9 | OMol25 | ωB97M-V/def2-TZVPD
C 1.541 -2.568 -9.216
C 1.219 -2.083 -7.717
C 2.452 -2.047 -6.852
C 0.474 -0.745 -7.708
C -0.250 -0.454 -6.375
C -1.332 -1.491 -6.019
C -0.612 -2.933 -6.096
C 0.122 -3.195 -4.795
C -1.804 -3.964 -6.262
N 0.187 -3.129 -7.308
O 0.868 -4.380 -7.251
H 0.557 -2.684 -9.738
H 2.127 -1.823 -9.759
H 1.969 -3.571 -9.161
H 3.250 -1.815 -7.535
H 2.292 -1.255 -6.131
H 2.629 -3.017 -6.361
H 1.159 0.071 -8.000
H -0.284 -0.783 -8.548
H 0.513 -0.435 -5.575
H -0.782 0.530 -6.469
H -2.152 -1.448 -6.712
H -1.750 -1.372 -5.023
H 0.959 -2.486 -4.665
H 0.564 -4.156 -4.853
H -0.507 -3.150 -3.897
H -1.402 -4.944 -5.972
H -2.131 -3.897 -7.287
H -2.618 -3.650 -5.643
H 0.487 -4.921 -7.945
C 4.341 -1.193 6.839
C 2.997 -0.669 6.192
C 2.004 -1.788 5.923
C 2.244 0.295 7.194
C 1.050 1.106 6.589
C 1.632 1.817 5.403
C 2.339 0.906 4.334
C 1.295 0.088 3.667
C 3.088 1.792 3.332
N 3.376 0.103 5.013
O 3.935 -0.753 4.023
H 5.116 -0.510 6.535
H 4.171 -1.357 7.928
H 4.513 -2.168 6.332
H 0.998 -1.462 5.662
H 2.354 -2.288 4.997
H 1.916 -2.490 6.773
H 1.869 -0.423 7.893
H 2.876 1.014 7.748
H 0.161 0.461 6.403
H 0.741 1.840 7.343
H 2.339 2.586 5.631
H 0.863 2.364 4.769
H 0.433 -0.050 4.331
H 1.587 -0.933 3.418
H 0.892 0.572 2.826
H 4.105 1.981 3.752
H 2.623 2.773 3.197
H 3.147 1.266 2.394
H 4.785 -0.354 3.775
C -0.576 2.503 -2.680
C -1.577 3.681 -2.770
C -3.007 3.142 -2.683
C -1.214 4.569 -1.547
C 0.026 5.354 -1.740
C -0.163 6.214 -3.013
C -0.400 5.349 -4.275
C -0.803 6.191 -5.449
C 0.854 4.548 -4.704
N -1.515 4.440 -3.996
O -1.678 3.572 -5.142
H -0.300 2.009 -3.664
H 0.349 2.963 -2.267
H -0.814 1.728 -1.938
H -3.175 2.774 -1.700
H -3.813 3.856 -2.868
H -3.054 2.313 -3.392
H -2.124 5.148 -1.323
H -1.214 3.930 -0.664
H 0.255 6.001 -0.895
H 0.853 4.600 -1.877
H 0.728 6.828 -3.246
H -1.006 6.908 -2.893
H -1.684 6.738 -5.198
H -0.936 5.416 -6.251
H -0.016 6.909 -5.683
H 0.586 4.035 -5.642
H 1.061 3.778 -3.984
H 1.650 5.249 -4.835
H -2.530 3.800 -5.546
C -7.144 1.232 2.494
C -5.651 1.706 2.456
C -4.796 0.633 1.741
C -5.587 3.020 1.666
C -4.251 3.717 1.713
C -3.914 4.041 3.141
C -3.938 2.800 4.058
C -2.531 2.096 3.808
C -4.057 3.237 5.498
N -5.139 1.990 3.808
O -4.963 0.725 4.548
H -7.358 0.248 2.987
H -7.412 1.152 1.456
H -7.824 1.937 3.002
H -3.924 1.127 1.272
H -5.434 0.180 1.016
H -4.633 -0.111 2.502
H -5.898 2.778 0.644
H -6.345 3.712 2.065
H -4.175 4.537 0.970
H -3.531 3.092 1.270
H -4.872 4.598 3.463
H -3.119 4.664 3.432
H -2.330 1.866 2.752
H -1.814 2.805 4.186
H -2.550 1.098 4.337
H -3.335 3.991 5.856
H -5.070 3.552 5.608
H -3.790 2.361 6.120
H -5.795 0.691 4.995
C 6.538 2.396 -1.952
C 5.019 2.301 -1.923
C 4.343 3.589 -1.360
C 4.529 1.981 -3.399
C 3.144 1.567 -3.422
C 2.962 0.329 -2.656
C 3.333 0.475 -1.190
C 2.256 1.256 -0.449
C 3.497 -0.985 -0.653
N 4.690 0.991 -1.210
O 5.153 1.090 0.116
H 6.819 3.034 -2.833
H 6.859 1.382 -2.099
H 6.871 2.788 -0.999
H 3.388 3.720 -1.867
H 4.926 4.497 -1.582
H 4.223 3.412 -0.310
H 4.663 2.855 -4.038
H 5.183 1.170 -3.660
H 2.933 1.328 -4.528
H 2.370 2.346 -3.153
H 3.590 -0.496 -3.072
H 1.926 0.011 -2.644
H 1.348 0.637 -0.485
H 2.455 1.432 0.615
H 2.052 2.198 -0.935
H 3.779 -0.895 0.406
H 2.646 -1.612 -0.798
H 4.345 -1.482 -1.205
H 4.650 1.832 0.508
C -2.591 -3.225 1.554
C -2.060 -3.732 2.854
C -1.037 -4.921 2.580
C -1.278 -2.597 3.563
C -2.188 -1.480 4.092
C -3.187 -2.093 5.085
C -4.036 -3.258 4.462
C -4.795 -3.834 5.630
C -5.061 -2.788 3.358
N -3.077 -4.230 3.863
O -3.743 -5.307 3.213
H -3.216 -2.400 1.834
H -1.755 -2.926 0.917
H -3.336 -3.955 1.135
H -1.465 -5.656 1.919
H -0.259 -4.428 1.955
H -0.602 -5.394 3.446
H -0.699 -3.073 4.389
H -0.534 -2.122 2.849
H -1.603 -0.703 4.588
H -2.722 -0.932 3.309
H -3.800 -1.330 5.515
H -2.601 -2.579 5.895
H -5.559 -3.113 5.969
H -4.150 -4.028 6.550
H -5.320 -4.803 5.396
H -5.654 -3.585 2.984
H -4.496 -2.386 2.537
H -5.534 -1.959 3.757
H -3.413 -6.087 3.637
C 6.016 -2.681 2.298
C 6.860 -1.442 2.074
O 6.158 -0.233 2.413
H 5.819 -2.833 3.345
H 6.370 -3.630 1.841
H 5.080 -2.520 1.733
H 7.163 -1.405 1.056
H 7.744 -1.487 2.757
H 5.757 0.081 1.634
C -0.031 -6.798 -2.597
C 0.790 -5.964 -1.679
O 0.556 -4.585 -1.977
H -1.069 -6.483 -2.531
H 0.050 -7.850 -2.264
H 0.368 -6.767 -3.597
H 1.851 -6.148 -1.968
H 0.637 -6.222 -0.645
H 0.783 -4.552 -2.937
C -1.262 -0.256 -0.012
C -0.600 -1.336 -0.885
O 0.243 -1.996 0.084
H -1.883 -0.816 0.686
H -1.914 0.475 -0.579
H -0.477 0.286 0.554
H -0.079 -0.944 -1.760
H -1.370 -2.048 -1.207
H 0.604 -2.824 -0.239
```

Atomic partial charges in e from the Mulliken method, atoms 1 to 6: -1.8257, 1.6019, -1.1180, -1.3477, 1.0343, -1.4896